Entry 1:
# C24H20F4In

C24H20F4In as an isolated structure in a non-equilibrium geometry (ωB97M-V/def2-TZVPD, the OMol25 dataset).

Each line ends with the natural charge from an NBO analysis.
CARTESIAN COORDINATES (ANGSTROEM)
1 In -1.334 -2.194 0.242  0.99
2 F 1.159 -1.896 1.680  -0.34
3 C 2.169 -1.276 2.354  0.48
4 C 3.387 -1.163 1.670  -0.26
5 C 4.431 -0.478 2.316  -0.18
6 C 4.248 0.031 3.617  -0.07
7 C 2.966 -0.057 4.212  -0.14
8 C 1.964 -0.779 3.627  -0.28
9 H 3.600 -1.702 0.758  0.25
10 H 5.398 -0.378 1.844  0.26
11 H 5.008 0.616 4.114  0.26
12 H 2.829 0.252 5.240  0.26
13 H 0.979 -0.924 4.050  0.26
14 F -4.069 -1.977 -0.701  -0.34
15 C -5.373 -1.713 -0.893  0.48
16 C -5.793 -0.477 -1.338  -0.29
17 C -7.162 -0.247 -1.491  -0.12
18 C -8.109 -1.263 -1.255  -0.05
19 C -7.653 -2.474 -0.716  -0.18
20 C -6.299 -2.718 -0.581  -0.22
21 H -5.082 0.276 -1.647  0.25
22 H -7.487 0.695 -1.909  0.25
23 H -9.154 -1.033 -1.412  0.26
24 H -8.337 -3.289 -0.526  0.26
25 H -5.936 -3.647 -0.161  0.25
26 F 0.770 -0.886 -1.242  -0.34
27 C 1.728 -0.758 -2.179  0.44
28 C 2.749 -1.702 -2.299  -0.27
29 C 3.793 -1.480 -3.180  -0.17
30 C 3.741 -0.357 -4.009  -0.07
31 C 2.614 0.470 -4.056  -0.17
32 C 1.683 0.307 -3.063  -0.27
33 H 2.761 -2.537 -1.609  0.24
34 H 4.688 -2.084 -3.200  0.26
35 H 4.563 -0.183 -4.691  0.25
36 H 2.570 1.314 -4.728  0.26
37 H 0.821 0.965 -3.054  0.25
38 F -0.041 0.395 1.045  -0.33
39 C 0.424 1.657 1.099  0.49
40 C 1.682 1.897 0.581  -0.28
41 C 2.227 3.159 0.679  -0.17
42 C 1.414 4.191 1.183  -0.05
43 C 0.132 3.946 1.691  -0.15
44 C -0.362 2.650 1.724  -0.25
45 H 2.285 1.105 0.160  0.25
46 H 3.237 3.446 0.424  0.26
47 H 1.807 5.199 1.187  0.26
48 H -0.387 4.757 2.181  0.27
49 H -1.249 2.344 2.260  0.26

Multiplicity: 1
LUMO level, eV: -14.658
Total charge: +3
Gap between HOMO and LUMO, eV: 1.53

Entry 2:
# C24H20F6N4O3Re

C24H20F6N4O3Re as an isolated structure in a non-equilibrium geometry (ωB97M-V/def2-TZVPD, the OMol25 dataset).

Each line ends with the Mulliken spin population.
CARTESIAN COORDINATES (ANGSTROEM)
1 Re 0.160 -0.377 0.788  0.92
2 O 3.469 0.087 -1.720  0.00
3 C 2.396 0.305 -1.217  0.02
4 N 1.486 -0.659 -0.791  -0.04
5 C 1.381 -1.833 -1.515  -0.02
6 O 1.954 -2.131 -2.538  0.01
7 C 0.354 -2.749 -0.921  0.05
8 C 0.135 -4.008 -1.445  -0.01
9 C -0.792 -4.839 -0.840  0.02
10 C -1.469 -4.375 0.282  -0.01
11 C -1.224 -3.097 0.738  0.02
12 N -0.337 -2.282 0.140  -0.02
13 C 1.934 1.718 -0.963  -0.02
14 C 2.711 2.772 -1.417  0.00
15 C 2.231 4.063 -1.273  0.00
16 C 0.990 4.247 -0.687  0.00
17 C 0.286 3.134 -0.248  0.00
18 N 0.752 1.898 -0.375  0.06
19 H 0.711 -4.298 -2.312  0.00
20 H -0.987 -5.829 -1.228  0.00
21 H -2.187 -4.994 0.800  0.00
22 H -1.744 -2.690 1.592  0.00
23 H 3.661 2.549 -1.883  0.00
24 H 2.809 4.910 -1.619  0.00
25 H 0.568 5.235 -0.565  0.00
26 H -0.677 3.245 0.230  0.01
27 C 3.033 -2.057 2.391  0.01
28 C 3.115 -0.826 3.245  -0.04
29 C 4.000 -0.744 4.302  0.02
30 C 4.113 0.412 5.063  -0.04
31 C 3.341 1.522 4.751  0.03
32 C 2.438 1.492 3.704  -0.05
33 C 1.647 2.713 3.324  0.01
34 C 2.287 0.297 2.951  0.03
35 N 1.386 0.257 1.949  0.00
36 H 3.546 -2.894 2.862  0.00
37 H 3.500 -1.871 1.420  0.00
38 H 1.997 -2.340 2.203  -0.01
39 H 4.615 -1.605 4.538  0.00
40 H 4.805 0.448 5.893  0.00
41 H 3.450 2.432 5.329  0.00
42 H 1.484 3.361 4.184  0.00
43 H 0.690 2.438 2.884  0.00
44 H 2.188 3.288 2.566  0.00
45 C -1.520 0.275 3.973  0.01
46 C -2.358 0.126 2.700  0.03
47 O -1.679 -0.439 1.662  0.03
48 C -2.886 1.525 2.287  0.00
49 F -3.469 2.193 3.297  0.00
50 F -1.840 2.279 1.877  0.00
51 F -3.761 1.479 1.274  0.00
52 C -3.553 -0.806 3.015  -0.01
53 F -3.086 -2.008 3.424  0.00
54 F -4.325 -0.319 4.002  0.00
55 F -4.340 -1.035 1.956  0.00
56 H -0.741 1.016 3.804  -0.01
57 H -1.043 -0.682 4.182  0.00
58 H -2.136 0.574 4.818  0.00

Multiplicity: 2
LUMO level (alpha / beta), eV: -0.905 / -0.849
Total charge: 0
Gap between HOMO and LUMO (alpha / beta), eV: 6.42 / 6.21

Entry 3:
# C24H21AsClCrF6N7O7S

C24H21AsClCrF6N7O7S as an isolated structure (ωB97M-V/def2-TZVPD, the OMol25 dataset).

Each line ends with the Mulliken spin population.
CARTESIAN COORDINATES (ANGSTROEM)
1 Cr 0.779 0.764 0.087  2.30
2 C 3.802 -1.723 1.977  -0.01
3 C 2.787 -1.132 1.071  -0.01
4 N 1.890 -0.291 1.433  -0.15
5 N 1.698 0.043 2.732  -0.02
6 C 0.602 0.741 2.791  0.01
7 O -0.082 0.984 1.705  -0.06
8 C 0.061 1.223 4.064  -0.01
9 C 0.887 1.317 5.181  0.00
10 C 0.364 1.761 6.382  0.00
11 C -0.979 2.103 6.471  0.00
12 C -1.800 2.008 5.356  0.00
13 C -1.283 1.574 4.146  0.00
14 C 2.608 -1.515 -0.329  0.05
15 C 3.310 -2.503 -0.986  0.01
16 C 2.897 -2.878 -2.259  0.01
17 C 1.799 -2.261 -2.823  0.00
18 C 1.162 -1.254 -2.117  0.02
19 N 1.567 -0.891 -0.908  -0.09
20 H 3.535 -1.526 3.010  0.00
21 H 4.773 -1.265 1.770  0.00
22 H 3.889 -2.796 1.812  0.00
23 H 1.933 1.056 5.091  0.00
24 H 1.005 1.847 7.250  0.00
25 H -1.387 2.446 7.413  0.00
26 H -2.846 2.274 5.428  0.00
27 H -1.911 1.493 3.270  0.00
28 H 4.146 -2.986 -0.502  0.00
29 H 3.428 -3.653 -2.795  0.00
30 H 1.447 -2.511 -3.813  0.00
31 H 0.321 -0.720 -2.531  -0.01
32 N -4.324 -4.361 -4.081  0.00
33 C -3.694 -3.636 -3.094  0.00
34 C -2.385 -3.951 -2.707  0.00
35 C -1.772 -3.254 -1.686  0.00
36 C -2.454 -2.231 -1.041  0.00
37 C -3.754 -1.911 -1.406  0.00
38 C -4.369 -2.608 -2.426  0.00
39 S -1.676 -1.342 0.254  0.02
40 O -0.576 -2.122 0.755  0.01
41 O -2.686 -0.851 1.143  0.00
42 N -0.942 -0.072 -0.501  -0.08
43 C -1.582 1.110 -0.747  0.04
44 N -0.677 2.086 -0.573  -0.06
45 C -0.989 3.336 -0.888  0.01
46 C -2.271 3.607 -1.328  0.00
47 C -3.158 2.542 -1.410  0.00
48 N -2.832 1.281 -1.133  0.00
49 H -3.747 -4.891 -4.709  0.00
50 H -5.141 -3.955 -4.505  0.00
51 H -1.861 -4.760 -3.202  0.00
52 H -0.771 -3.516 -1.367  0.00
53 H -4.269 -1.112 -0.892  0.00
54 H -5.386 -2.364 -2.708  0.00
55 H -0.219 4.088 -0.779  0.00
56 H -2.568 4.610 -1.591  0.00
57 H -4.183 2.706 -1.724  0.00
58 F 1.435 1.443 -1.768  -0.02
59 As 2.588 1.827 -3.186  0.00
60 F 1.545 0.784 -4.104  0.00
61 F 1.555 3.155 -3.523  0.00
62 F 3.605 2.127 -4.524  0.00
63 F 3.521 2.758 -2.103  0.00
64 F 3.496 0.423 -2.714  0.00
65 O 3.203 3.856 1.691  0.00
66 Cl 2.022 3.533 0.991  0.00
67 O 2.171 2.044 0.655  0.03
68 O 1.891 4.236 -0.234  0.00
69 O 0.854 3.656 1.792  0.00

Multiplicity: 3
LUMO level (alpha / beta), eV: -2.424 / -1.944
Total charge: 0
Gap between HOMO and LUMO (alpha / beta), eV: 6.31 / 6.81

Entry 4:
# C24H21BBrF6N6O4PReS2

C24H21BBrF6N6O4PReS2 as an isolated structure (ωB97M-V/def2-TZVPD, the OMol25 dataset).

Each line ends with the Mulliken spin population.
CARTESIAN COORDINATES (ANGSTROEM)
1 Re -0.404 0.161 0.119  0.88
2 O -2.834 5.812 1.402  0.00
3 C -2.324 4.622 1.126  0.01
4 C -1.709 4.290 -0.085  0.00
5 C -1.235 3.017 -0.244  0.02
6 N -1.309 2.043 0.695  -0.03
7 C -1.908 2.387 1.857  0.00
8 Br -2.114 1.098 3.209  0.01
9 C -2.417 3.638 2.110  0.00
10 H -2.750 6.430 0.664  0.00
11 H -1.615 5.003 -0.893  0.00
12 H -0.769 2.737 -1.178  0.01
13 H -2.900 3.856 3.051  0.00
14 N 0.740 -1.481 -0.754  0.00
15 H 0.208 -2.016 -1.437  0.00
16 H 1.053 -2.131 -0.026  0.00
17 H 1.581 -1.185 -1.246  0.01
18 C 5.880 -0.466 2.664  0.00
19 C 4.766 -1.482 2.667  0.00
20 C 5.053 -2.695 3.518  0.00
21 O 3.571 -0.786 3.252  0.00
22 P 2.100 -1.273 3.167  0.00
23 S 1.639 -2.899 2.299  0.00
24 S 1.116 0.475 2.057  0.00
25 O 1.421 -1.020 4.529  0.00
26 C 1.817 -0.194 5.717  0.00
27 C 2.985 -0.845 6.416  0.00
28 C 2.038 1.246 5.322  0.00
29 H 6.754 -0.908 2.185  0.00
30 H 6.155 -0.196 3.684  0.00
31 H 5.609 0.434 2.118  0.00
32 H 4.475 -1.772 1.657  0.00
33 H 5.237 -2.396 4.550  0.00
34 H 5.954 -3.185 3.149  0.00
35 H 4.235 -3.415 3.485  0.00
36 H 0.918 -0.285 6.321  0.00
37 H 3.910 -0.714 5.857  0.00
38 H 2.800 -1.907 6.578  0.00
39 H 3.112 -0.374 7.392  0.00
40 H 2.912 1.359 4.679  0.00
41 H 2.219 1.822 6.230  0.00
42 H 1.158 1.665 4.833  0.00
43 O -2.487 -1.796 1.223  0.11
44 C -1.734 -1.046 0.809  0.00
45 F -4.647 1.497 -5.750  0.00
46 C -4.111 0.290 -5.793  0.00
47 C -4.409 -0.541 -6.804  0.00
48 F -5.233 -0.139 -7.741  0.00
49 C -3.852 -1.876 -6.908  0.00
50 C -2.952 -2.240 -5.831  0.00
51 C -2.660 -1.397 -4.832  0.00
52 F -1.819 -1.780 -3.865  0.00
53 C -3.212 -0.077 -4.734  0.00
54 C -2.911 0.765 -3.701  0.00
55 C -2.027 0.438 -2.640  -0.01
56 N -1.409 0.321 -1.683  -0.01
57 C -3.383 2.103 -3.513  0.00
58 N -3.625 3.200 -3.264  0.00
59 F -2.405 -3.433 -5.837  0.00
60 C -4.145 -2.715 -7.928  0.00
61 C -5.027 -2.381 -9.001  0.00
62 N -5.747 -2.180 -9.875  0.00
63 C -3.601 -4.031 -8.049  0.00
64 N -3.159 -5.081 -8.196  0.00
65 F 3.553 1.210 0.804  0.00
66 B 2.266 1.051 0.790  0.00
67 F 1.612 1.370 -0.376  0.01

Multiplicity: 2
LUMO level (alpha / beta), eV: -7.776 / -7.791
Total charge: +2
Gap between HOMO and LUMO (alpha / beta), eV: 6.02 / 5.81

In kJ/mol, the ΔE to the lowest compared entry with this formula, charge and spin values for the records above are, in order, 46.0; 0.0; 0.0; 0.0.